1.
Density functional theory data (the ωB97M-V functional and the def2-TZVPD basis) for a structure of composition C60H58Cl5MoN7OTe in a non-equilibrium geometry.

## Properties
Net charge: +1
Highest occupied orbital energy (alpha / beta), eV: -8.8234 / -8.8214
Spin multiplicity: 2
E_LUMO (alpha / beta), eV: -3.10 / -2.97

```
133
C60H58Cl5MoN7OTe the ωB97M-V functional and the def2-TZVPD basis
Mo 0.83433 1.64231 0.22057
C 4.45243 1.63848 5.62828
C 3.44923 1.60137 4.50019
C 2.73631 0.50519 4.23899
C 1.75955 0.41444 3.11485
C 1.48060 1.73622 2.43116
N 0.18247 1.97855 2.02038
C -0.91709 1.94192 2.86583
C -0.74292 1.97875 4.24856
C -1.81233 1.82450 5.11169
C -3.10229 1.63187 4.62759
C -4.26494 1.37784 5.55491
C -3.28075 1.66720 3.25220
C -2.21434 1.85600 2.38202
N -2.46055 1.88181 0.98151
C -3.65152 2.15204 0.40612
C -3.55180 1.85062 -0.92608
C -2.23610 1.41637 -1.08965
N -1.55782 1.45205 0.05394
C 2.28956 2.88016 2.78947
C 3.27448 2.81925 3.69210
N 2.05362 4.04330 2.01641
C 2.49178 5.30283 2.24450
C 2.40352 5.98098 1.06049
C 1.89540 5.04047 0.14437
N 1.66448 3.87751 0.72419
H 4.13542 1.00347 6.45530
H 4.58249 2.65279 6.00843
H 5.43089 1.27959 5.29612
H 2.83843 -0.37648 4.86629
H 0.81290 0.00932 3.47281
H 0.25766 2.12658 4.64236
H -1.63925 1.84348 6.18204
H -3.92598 0.93860 6.49212
H -4.98629 0.69854 5.10027
H -4.79072 2.30499 5.79456
H -4.27332 1.50960 2.84840
H -4.47361 2.55119 0.97707
H -4.31155 1.94856 -1.68487
H -1.76603 1.08476 -2.00041
H 3.89282 3.68820 3.89760
H 2.81142 5.61441 3.22582
H 2.64684 7.01373 0.87435
H 1.68469 5.18883 -0.90282
Cl -0.95148 4.58016 -0.46644
C -0.08664 3.87194 -1.81426
C 0.36505 2.53574 -1.76585
C 0.57597 2.00607 -3.03525
Cl 0.28871 0.30993 -3.30344
C 0.74991 2.78281 -4.18582
Cl 1.16092 2.06648 -5.69518
C 0.55851 4.16001 -4.11790
Cl 0.83079 5.15441 -5.48540
C 0.03493 4.68985 -2.94357
Cl -0.43035 6.34668 -2.89226
C -3.65396 -2.85102 -7.70670
C -3.18539 -2.66615 -6.28467
C -1.89472 -2.99688 -5.90122
C -1.43869 -2.81263 -4.59765
C -0.01166 -3.21883 -4.29543
C -2.31565 -2.27472 -3.64238
Te -1.62574 -1.84758 -1.68006
N 0.77541 -0.28503 0.48234
C 1.42634 -1.04768 1.24960
O 2.29231 -0.58672 2.20988
C 1.37784 -2.53176 1.21858
C 1.45432 -3.22379 0.01764
C 1.40004 -4.60978 0.00659
C 1.28232 -5.31021 1.19820
C 1.23100 -4.62191 2.40625
C 1.28635 -3.23793 2.41708
C -2.88724 -3.10312 -0.51782
C -3.25304 -4.40169 -0.88842
C -2.68415 -5.11915 -2.09025
C -4.17432 -5.08777 -0.09601
C -4.70961 -4.54476 1.06112
C -5.73141 -5.29527 1.87840
C -4.28058 -3.27880 1.44288
C -3.38279 -2.54763 0.67622
C -2.99833 -1.15503 1.15249
C -3.63541 -1.94277 -4.00511
C -4.66931 -1.40563 -3.04376
C -4.03921 -2.15009 -5.32013
H -2.89170 -3.33829 -8.31475
H -3.88591 -1.88612 -8.16374
H -4.56174 -3.45636 -7.74420
H -1.21354 -3.41441 -6.63767
H 0.34157 -3.93101 -5.04254
H 0.07968 -3.67551 -3.31079
H 0.66452 -2.35934 -4.32082
H 1.59973 -2.67645 -0.90250
H 1.46135 -5.14262 -0.93457
H 1.24866 -6.39332 1.18871
H 1.15894 -5.16535 3.34030
H 1.24464 -2.70150 3.35768
H -1.65875 -4.80214 -2.28578
H -3.26709 -4.92285 -2.99374
H -2.68660 -6.19683 -1.91818
H -4.46838 -6.09050 -0.39416
H -5.79266 -6.33883 1.56949
H -6.72230 -4.85192 1.75490
H -5.48925 -5.26450 2.94237
H -4.65820 -2.84415 2.36553
H -3.18173 -1.05563 2.22378
H -3.59469 -0.39255 0.63665
H -1.94630 -0.92113 0.97315
H -4.21729 -0.88445 -2.20353
H -5.27204 -2.22180 -2.63536
H -5.34363 -0.71832 -3.55783
H -5.05833 -1.89264 -5.59932
C 6.96056 2.29154 0.48618
N 5.62188 2.26623 1.13843
C 5.21618 0.86027 1.45181
C 4.54710 3.03238 0.35360
C 4.00074 2.22260 -0.76918
C 4.76637 2.19453 -1.93362
C 4.55426 1.23730 -2.91567
C 3.62244 0.25095 -2.65686
C 2.81168 0.33260 -1.52691
C 2.86814 1.38254 -0.58706
H 7.66804 1.75134 1.10969
H 7.28334 3.32203 0.36137
H 6.88055 1.80753 -0.48124
H 5.69789 2.75634 2.02773
H 5.22133 0.28222 0.53246
H 4.21817 0.84831 1.87189
H 5.93185 0.44958 2.16289
H 5.01127 3.96471 0.03249
H 3.79945 3.22739 1.09101
H 5.54272 2.94341 -2.07311
H 5.13636 1.23651 -3.82932
H 3.49015 -0.57100 -3.35122
H 2.10746 -0.47274 -1.37073
```

---

2.
Density functional theory data (the ωB97M-V functional and the def2-TZVPD basis) for a cluster of 2 separate species, C4H7N2 in total in a non-equilibrium geometry.

## Properties
Net charge: +1
Highest occupied orbital energy (alpha / beta), eV: -13.0746 / -13.0744
E_LUMO (alpha / beta), eV: -4.42 / -4.42

```
13
C4H7N2 the ωB97M-V functional and the def2-TZVPD basis
C 0.59078 2.28862 -0.71854
C 0.04446 -0.65212 1.36096
C -1.28758 -0.78032 0.56105
C -0.19657 -0.01872 -0.04826
N 1.66589 2.24473 -1.20166
N -0.59709 -1.33712 -0.60867
H -0.21124 2.85674 -0.49241
H 0.14161 -0.14538 2.32156
H 0.69098 -1.59093 1.54032
H -2.34701 -0.88969 0.73057
H 2.36926 1.57604 -1.42810
H 0.02259 -2.09847 -0.45119
H -0.88608 -1.45339 -1.56564
```

---

3.
Density functional theory data (the ωB97M-V functional and the def2-TZVPD basis) for a cluster of 2 separate species, C4H15N2O in total in a non-equilibrium geometry.

## Properties
Highest occupied orbital energy (alpha / beta), eV: -2.5618 / -10.1261
Spin multiplicity: 2
E_LUMO (alpha / beta), eV: 0.89 / 0.72

```
22
C4H15N2O the ωB97M-V functional and the def2-TZVPD basis
C -2.76847 -0.31467 0.56300
C -1.28718 -0.00144 0.41751
C -0.80243 -0.98149 -0.69299
C 0.73169 -1.05764 -0.86779
N 1.27445 0.31322 -0.93624
N -1.11034 1.39622 -0.02448
H -2.82414 -1.35068 0.87952
H -3.20078 0.34947 1.29976
H -3.24406 -0.28040 -0.42318
H -0.73915 -0.19630 1.33033
H -1.02844 -1.90301 -0.18486
H -1.34041 -0.90122 -1.63596
H 1.16067 -1.63375 -1.66378
H 1.06541 -1.48596 0.07003
H 1.80713 0.52099 -1.80117
H 0.58765 1.06601 -0.74273
H 1.83359 0.63056 -0.12166
H -1.96251 1.75898 -0.41900
H -0.90812 2.01320 0.74396
H 3.33442 0.59856 2.20865
H 3.90509 -0.10184 1.00776
O 3.13312 0.41364 1.27526
```

---

4.
Density functional theory data (the ωB97M-V functional and the def2-TZVPD basis) for a structure of composition C2H2CaO3 in a non-equilibrium geometry.

## Properties
Net charge: +2
Highest occupied orbital energy (alpha / beta), eV: -18.1875 / -18.1888
E_LUMO (alpha / beta), eV: -11.08 / -11.07

```
8
C2H2CaO3 the ωB97M-V functional and the def2-TZVPD basis
H -1.23688 0.27657 1.44714
O -0.77271 -1.56506 0.60071
O 0.38184 -1.47433 -0.24724
C -0.89419 -0.13932 0.49750
C 0.01181 -0.20704 -0.55791
Ca 2.63183 0.01726 -0.49256
O 0.12912 1.31417 -0.24240
H -0.25082 1.77776 -1.00524
```